*A*
DFT (ωB97M-V/def2-TZVPD) results for a molecular structure, C4H13N3O2.

Geometry as ORCA input:
```
! wB97M-V def2-TZVPD RIJCOSX def2/J DEFGRID3
* xyz 0 1
C 0.086 -0.269 1.868
C -1.362 1.206 -0.200
C 1.012 1.451 -0.107
N -0.101 0.520 0.085
O 1.138 0.042 2.654
H 1.900 -0.453 2.308
H -0.796 0.242 2.241
H -0.125 -1.333 1.873
H -1.435 1.512 -1.256
H 1.030 1.882 -1.117
H -2.203 0.544 0.003
H -1.465 2.102 0.419
H 0.943 2.302 0.576
H 1.952 0.916 0.029
C 0.189 -1.170 -0.740
N -1.093 -1.774 -0.645
N 0.531 -0.803 -2.077
O 1.125 -1.726 -0.046
H -1.362 -2.430 0.080
H 1.532 -0.687 -2.175
H -1.564 -2.146 -1.462
H 0.068 0.073 -2.310
*
```

The HOMO energy is -0.3111 Ha. The value obtained for the LUMO energy is 0.735 eV. Its molar mass is 135.2 g/mol. For the HOMO-LUMO gap, the calculation gives 9.20 eV.



*B*
DFT (ωB97M-V/def2-TZVPD) results for 2 unconnected molecules or ions with the total composition C4H13N3O2.

Geometry as ORCA input:
```
! wB97M-V def2-TZVPD RIJCOSX def2/J DEFGRID3
* xyz 0 1
C 2.754 0.013 -0.504
C 1.661 -0.828 0.098
O 1.620 -1.185 1.286
N 0.996 -1.630 -0.814
O 0.493 -1.095 -2.005
H 2.948 0.870 0.133
H 3.661 -0.586 -0.556
H 2.474 0.320 -1.509
H 0.357 -2.302 -0.402
H -0.308 -0.593 -1.756
C -1.396 -0.573 1.235
N -1.279 0.260 0.064
C -2.337 1.260 -0.002
N 0.059 0.926 0.087
H -1.689 -0.014 2.130
H -0.355 -1.008 1.438
H -2.110 -1.365 1.034
H -3.290 0.734 -0.094
H -2.371 1.909 0.887
H -2.198 1.878 -0.890
H 0.154 1.537 0.903
H 0.156 1.471 -0.764
*
```

The HOMO energy is -0.3413 Ha. The value obtained for the LUMO energy is 0.716 eV. As for the structure (SMILES): CC(=O)NO.CN(C)N. Its molar mass is 135.2 g/mol. For the HOMO-LUMO gap, the calculation gives 10.00 eV.



Most stable to least stable, the ends of the list are *A* and *B*.